#w
{
  "formula": "C37H30AlClIN2OP2Se",
  "method": "the ωB97M-V functional and the def2-TZVPD basis",
  "species": ["Al", "Cl", "C", "C", "C", "I", "C", "O", "C", "N", "C", "C", "C", "C", "H", "H", "H", "H", "C", "C", "P", "C", "C", "C", "C", "C", "C", "C", "C", "C", "C", "C", "C", "C", "P", "C", "C", "C", "C", "C", "C", "C", "C", "C", "C", "C", "C", "H", "H", "H", "H", "H", "H", "H", "H", "H", "H", "H", "H", "H", "H", "H", "H", "H", "H", "H", "H", "H", "H", "H", "H", "H", "H", "Se", "C", "N"],
  "positions_angstrom": [[0.910, -0.290, 1.084], [-2.802, -2.582, 6.169], [-1.674, -1.726, 5.175], [-1.037, -0.620, 5.657], [-0.116, 0.108, 4.870], [0.850, 1.758, 5.660], [0.152, -0.277, 3.580], [0.977, 0.342, 2.747], [-0.511, -1.438, 3.087], [-0.203, -1.779, 1.798], [-0.738, -2.863, 1.266], [-1.641, -3.664, 1.971], [-1.984, -3.324, 3.256], [-1.416, -2.186, 3.859], [-1.239, -0.292, 6.668], [-0.436, -3.108, 0.256], [-2.051, -4.544, 1.497], [-2.682, -3.929, 3.820], [-2.013, -0.159, -2.117], [-0.970, -1.257, -2.339], [0.666, -0.576, -1.877], [1.823, -1.932, -1.674], [1.538, -3.240, -1.622], [2.510, -4.201, -1.104], [3.786, -3.853, -0.956], [4.238, -2.506, -1.463], [3.172, -1.420, -1.257], [1.220, 0.248, -3.402], [1.056, 1.623, -3.549], [1.435, 2.249, -4.729], [1.990, 1.509, -5.762], [2.161, 0.137, -5.620], [1.775, -0.492, -4.448], [-2.305, 0.123, -0.639], [-1.056, 0.983, 0.412], [-0.596, 2.522, -0.398], [0.716, 2.973, -0.267], [1.105, 4.167, -0.856], [0.185, 4.905, -1.588], [-1.124, 4.459, -1.724], [-1.519, 3.274, -1.124], [-2.016, 1.427, 1.886], [-1.706, 2.591, 2.585], [-2.343, 2.872, 3.784], [-3.285, 1.991, 4.297], [-3.597, 0.828, 3.606], [-2.966, 0.545, 2.405], [-2.955, -0.463, -2.576], [-1.708, 0.758, -2.630], [-0.967, -1.597, -3.376], [-1.205, -2.118, -1.706], [0.555, -3.600, -1.907], [2.171, -5.190, -0.827], [4.524, -4.532, -0.552], [4.368, -2.600, -2.551], [3.451, -0.552, -1.853], [0.642, 2.212, -2.742], [1.303, 3.318, -4.836], [2.293, 1.998, -6.677], [2.595, -0.442, -6.424], [1.904, -1.563, -4.344], [-2.527, -0.820, -0.130], [-3.209, 0.730, -0.550], [1.448, 2.394, 0.289], [2.124, 4.514, -0.751], [0.488, 5.833, -2.054], [-1.839, 5.039, -2.291], [-2.545, 2.939, -1.223], [-0.965, 3.280, 2.198], [-2.097, 3.777, 4.322], [-3.777, 2.212, 5.235], [-4.334, 0.141, 4.002], [-3.220, -0.370, 1.883], [3.139, -0.774, 0.623], [5.541, -2.107, -0.924], [6.562, -1.798, -0.504]],
  "homo_lumo_gap_ha": 0.265,
  "mol_weight_da": 848.9,
  "charge": 1
}


#x
{
  "formula": "C37H30AlClIN2OP2Se",
  "method": "the ωB97M-V functional and the def2-TZVPD basis",
  "species": ["Al", "Cl", "C", "C", "C", "I", "C", "O", "C", "N", "C", "C", "C", "C", "H", "H", "H", "H", "C", "C", "P", "C", "C", "C", "C", "C", "C", "C", "C", "C", "C", "C", "C", "C", "P", "C", "C", "C", "C", "C", "C", "C", "C", "C", "C", "C", "C", "H", "H", "H", "H", "H", "H", "H", "H", "H", "H", "H", "H", "H", "H", "H", "H", "H", "H", "H", "H", "H", "H", "H", "H", "H", "H", "Se", "C", "N"],
  "positions_angstrom": [[0.534, 0.170, 1.498], [5.601, -3.776, 3.425], [4.117, -2.898, 3.314], [3.151, -3.058, 4.264], [1.930, -2.349, 4.203], [0.552, -2.543, 5.737], [1.669, -1.494, 3.159], [0.561, -0.783, 3.007], [2.683, -1.323, 2.183], [2.394, -0.416, 1.195], [3.316, -0.129, 0.291], [4.566, -0.753, 0.281], [4.860, -1.689, 1.240], [3.919, -1.995, 2.239], [3.326, -3.733, 5.091], [3.058, 0.626, -0.437], [5.284, -0.487, -0.480], [5.821, -2.186, 1.251], [0.022, -0.795, -2.768], [0.612, 0.581, -2.470], [-0.550, 1.549, -1.407], [0.545, 2.698, -0.527], [1.854, 2.910, -0.739], [2.641, 3.750, 0.163], [2.036, 4.588, 1.000], [0.536, 4.729, 0.926], [-0.147, 3.389, 0.618], [-1.413, 2.607, -2.610], [-2.669, 2.179, -3.036], [-3.370, 2.906, -3.988], [-2.829, 4.076, -4.500], [-1.585, 4.517, -4.066], [-0.876, 3.784, -3.127], [0.154, -1.798, -1.620], [-0.613, -1.418, 0.002], [-2.369, -1.116, -0.274], [-3.071, -0.319, 0.626], [-4.430, -0.109, 0.450], [-5.088, -0.688, -0.626], [-4.391, -1.486, -1.523], [-3.033, -1.706, -1.346], [-0.530, -3.014, 0.877], [-1.159, -3.093, 2.121], [-1.195, -4.292, 2.811], [-0.589, -5.422, 2.278], [0.049, -5.348, 1.050], [0.073, -4.152, 0.346], [0.532, -1.225, -3.633], [-1.029, -0.703, -3.053], [0.841, 1.111, -3.396], [1.552, 0.459, -1.929], [2.358, 2.437, -1.574], [3.721, 3.683, 0.139], [2.587, 5.219, 1.683], [0.311, 5.388, 0.075], [-1.191, 3.581, 0.369], [-3.105, 1.282, -2.609], [-4.343, 2.567, -4.318], [-3.379, 4.651, -5.233], [-1.167, 5.434, -4.460], [0.097, 4.129, -2.797], [1.209, -2.011, -1.417], [-0.294, -2.744, -1.934], [-2.558, 0.168, 1.448], [-4.972, 0.513, 1.150], [-6.148, -0.518, -0.766], [-4.905, -1.945, -2.357], [-2.506, -2.347, -2.043], [-1.626, -2.218, 2.557], [-1.693, -4.341, 3.770], [-0.616, -6.357, 2.820], [0.525, -6.225, 0.630], [0.580, -4.128, -0.609], [-0.232, 2.217, 2.220], [-0.030, 5.369, 2.115], [-0.475, 5.867, 3.048]],
  "homo_lumo_gap_ha": 0.264,
  "mol_weight_da": 848.9,
  "charge": 1
}


Need the numbers? Relative energies in kJ/mol: #w 0.0; #x 28.7.


#w
{
  "formula": "C2H4NP",
  "method": "the ωB97M-V functional and the def2-TZVPD basis",
  "species": ["C", "C", "N", "P", "H", "H", "H", "H"],
  "positions_angstrom": [[0.285, -0.491, 0.299], [-1.197, -0.190, 0.130], [-1.750, 1.002, -0.272], [-2.961, -0.346, 0.107], [0.593, -0.145, -0.673], [0.571, -1.540, 0.567], [0.459, 0.281, 0.973], [-1.749, 1.287, -1.253]],
  "homo_lumo_gap_ha": 0.276,
  "mol_weight_da": 73.0,
  "smiles": "CC1=PN1"
}


#x
{
  "formula": "C2H4NP",
  "method": "the ωB97M-V functional and the def2-TZVPD basis",
  "species": ["C", "C", "N", "P", "H", "H", "H", "H"],
  "positions_angstrom": [[-1.581, 0.391, 0.004], [0.889, -0.044, -0.073], [2.233, -0.073, -0.008], [-0.251, 1.357, -0.057], [-2.461, 0.966, 0.422], [-1.741, -0.599, -0.349], [0.389, -0.943, 0.006], [2.523, -1.055, 0.054]],
  "homo_lumo_gap_ha": 0.334,
  "mol_weight_da": 73.0,
  "smiles": "[H]/N=C/P=C"
}


Need the numbers? Relative energies in kJ/mol: #w 75.3; #x 0.0.